Entry 1:
{
  "formula": "C7H17N2O3S",
  "method": "ωB97M-V/def2-TZVPD",
  "charge": 1,
  "homo_ev": -13.440,
  "symbols": ["C", "C", "C", "C", "C", "C", "C", "N", "N", "O", "O", "O", "S", "H", "H", "H", "H", "H", "H", "H", "H", "H", "H", "H", "H", "H", "H", "H", "H", "H"],
  "xyz": [[0.3362, -0.9786, 0.0324], [0.5877, 0.6195, 1.7754], [-1.1276, -2.8270, 0.2146], [-1.1104, 2.5218, 0.0305], [-1.0851, 0.8870, -1.7105], [2.7023, -1.4472, -0.1310], [0.4782, 0.4924, 0.2535], [-0.8360, -1.4348, 0.0345], [-0.8251, 1.0516, -0.2265], [-3.6682, -0.8170, -1.3512], [-3.3097, 0.0333, 0.8989], [1.4183, -1.7816, 0.1929], [-4.1354, -0.7750, -0.0015], [-0.2705, 0.1809, 2.2438], [0.6609, 1.5649, 2.1648], [1.5975, 0.0302, 2.1097], [-0.6835, -3.4816, -0.5256], [-2.1986, -3.0037, 0.1401], [-0.8555, -3.2951, 1.1115], [-0.4349, 3.1684, -0.7277], [-2.1335, 2.7486, -0.0190], [-0.7861, 2.8024, 1.0927], [-1.8412, 0.0539, -1.8574], [-1.5403, 1.8402, -2.2198], [-0.2232, 0.7026, -2.2458], [3.3632, -2.3486, -0.0855], [3.0210, -0.7873, 0.7717], [2.9075, -0.8708, -1.0263], [1.3727, 0.8309, -0.2942], [-1.5065, 0.3468, 0.3251]],
  "mulliken_charge": [0.326, -1.407, -1.022, -0.869, -0.763, -0.711, 0.051, -0.086, 0.241, -0.355, -0.451, -0.420, 0.690, 0.401, 0.507, 0.261, 0.370, 0.214, 0.391, 0.379, 0.369, 0.296, 0.276, 0.392, 0.364, 0.255, 0.274, 0.317, 0.420, 0.290]
}

***

Entry 2:
{
  "formula": "C7H17N3O",
  "method": "ωB97M-V/def2-TZVPD",
  "charge": 2,
  "homo_ev": -17.878,
  "symbols": ["C", "C", "C", "C", "C", "C", "C", "N", "N", "N", "O", "H", "H", "H", "H", "H", "H", "H", "H", "H", "H", "H", "H", "H", "H", "H", "H", "H"],
  "xyz": [[-0.0753, 1.9436, 0.6863], [0.7794, 1.7448, 1.6181], [-0.2385, -0.2481, 0.2415], [0.6261, -0.1625, -2.1588], [-1.7095, -0.8613, -1.8429], [0.1819, -2.2728, -1.0043], [-0.2651, -0.8406, -1.1966], [0.9194, -0.5654, 1.0382], [1.4667, 2.6528, 2.5985], [-1.4827, -0.3729, 1.1153], [1.1823, 0.4336, 2.0298], [-0.2979, 2.9085, 0.1398], [0.3473, 0.7847, -2.5755], [0.8475, -0.8344, -2.9986], [1.5566, 0.1818, -1.7999], [-1.6159, -0.9607, -2.9260], [-2.2485, -1.8346, -1.6326], [-2.3563, -0.1029, -1.5141], [0.0226, -2.9613, -1.8524], [-0.1614, -2.7433, -0.1686], [1.2935, -2.4244, -0.9875], [1.7080, -0.7514, 0.4492], [2.1094, 2.1335, 3.1912], [0.9369, 3.1910, 3.2632], [1.9706, 3.5329, 2.3131], [-1.6491, -1.4141, 1.3002], [-2.3783, -0.1974, 0.6538], [-1.4697, 0.0408, 2.0195]],
  "mulliken_charge": [-0.778, 0.553, -0.775, -1.833, -1.816, -1.813, 2.074, -0.088, -0.219, -0.052, -0.371, 0.365, 0.432, 0.470, 0.408, 0.417, 0.404, 0.516, 0.459, 0.467, 0.465, 0.322, 0.415, 0.368, 0.428, 0.431, 0.334, 0.416]
}

***

Entry 3:
{
  "formula": "C7H17N3OS",
  "method": "ωB97M-V/def2-TZVPD",
  "charge": 2,
  "homo_ev": -16.640,
  "symbols": ["C", "C", "C", "C", "C", "C", "C", "N", "N", "N", "O", "S", "H", "H", "H", "H", "H", "H", "H", "H", "H", "H", "H", "H", "H", "H", "H", "H", "H"],
  "xyz": [[0.9307, -0.1094, -1.2481], [2.9055, 1.1987, -0.4945], [-0.1783, -0.0150, -0.3036], [-0.3942, -2.4700, -0.4673], [-4.2618, -1.2267, 0.8597], [-0.5317, 1.3065, 0.3110], [-1.3335, 1.4884, 1.3592], [2.0186, 0.5119, -1.4278], [3.6613, 2.0505, -1.3779], [-0.6455, -1.1314, 0.0789], [-3.0815, -1.3389, 1.6845], [4.2142, 0.1255, 0.1988], [0.7763, -0.7569, -2.1913], [2.5544, 1.8896, 0.1888], [0.0179, -2.3401, -1.4343], [0.2268, -2.9011, 0.3275], [-1.2945, -2.9556, -0.5346], [-5.1340, -0.8353, 1.4740], [-4.5462, -2.1262, 0.5497], [-4.1062, -0.4294, 0.0264], [-0.0712, 2.1382, -0.1860], [4.7298, 1.0336, 1.1132], [-1.8031, 0.7922, 2.0720], [-1.7024, 2.5072, 1.5488], [4.7054, 2.2169, -1.2527], [3.3132, 3.0084, -1.4278], [3.6547, 1.5731, -2.3674], [-1.3877, -1.0249, 0.8267], [-3.2367, -2.1798, 2.0942]],
  "mulliken_charge": [-0.868, -0.205, 1.413, -0.806, -0.631, -0.298, -0.895, -0.457, -0.278, 0.026, -0.524, -0.140, 0.449, 0.498, 0.327, 0.369, 0.332, 0.272, 0.363, 0.237, 0.450, 0.224, 0.297, 0.279, 0.410, 0.335, 0.424, 0.102, 0.294]
}

***

Gap between HOMO and LUMO
In order: 8.71, 9.97, 8.11
Unit: eV
Energy
In order: -27483.7394, -14030.0733, -24867.9356
Unit: eV
Energy relative to the best compared isomer or geometry (same formula, charge and spin)
In order: 5.0, 106.4, 9.8
Unit: kcal/mol